[1]
Formula: C26H37GeMgN2O5
Source: the OMol25 dataset
Level of theory: ωB97M-V/def2-TZVPD

Values from the calculation:
HOMO (alpha / beta) ... -0.2772 / -0.3039 Eh
HOMO-LUMO gap (alpha / beta) ... 8.02 / 6.98 eV
Total charge ... 0
2S+1 ... 2

Last column: Mulliken spin population.
Cartesian coordinates (Å):
Mg  0.537  -0.690  0.489  -0.030
O  -0.434  -1.999  1.384  0.081
C  -1.311  -1.985  2.332  0.110
C  -1.943  -3.189  2.731  -0.038
C  -2.870  -3.212  3.737  0.075
C  -3.241  -2.034  4.422  -0.008
C  -2.660  -0.853  4.064  0.043
C  -1.697  -0.778  3.022  0.035
C  -1.166  0.498  2.720  0.113
N  -0.270  0.741  1.763  -0.003
N  0.089  1.996  1.631  0.619
C  1.112  2.168  0.581  -0.111
O  1.741  0.957  0.286  0.021
C  2.167  3.167  1.048  0.058
C  3.063  3.656  0.103  0.001
C  4.080  4.519  0.482  0.001
C  4.210  4.899  1.814  0.000
C  3.318  4.412  2.757  -0.002
C  2.299  3.545  2.376  0.018
H  -1.658  -4.092  2.205  -0.003
H  -3.333  -4.153  4.013  0.005
H  -3.974  -2.069  5.217  0.001
H  -2.934  0.065  4.575  -0.002
H  -1.498  1.351  3.308  -0.019
H  2.949  3.363  -0.933  0.001
H  4.772  4.899  -0.260  0.000
H  5.000  5.577  2.113  0.000
H  3.413  4.708  3.796  0.000
H  1.594  3.175  3.108  -0.005
C  -0.350  3.980  -2.258  0.005
C  -0.431  3.664  -0.772  0.009
C  -0.081  4.905  0.043  0.000
C  -1.830  3.167  -0.421  0.005
O  0.520  2.583  -0.635  0.029
Ge  2.137  0.199  -1.462  -0.001
O  0.302  -0.423  -1.446  -0.007
C  -0.365  -1.119  -2.511  0.001
C  -0.872  -2.453  -1.971  0.001
C  0.601  -1.364  -3.667  0.000
C  -1.532  -0.259  -2.978  -0.001
O  2.335  -1.364  -0.313  0.005
C  3.508  -1.773  0.393  -0.002
C  4.705  -0.914  -0.011  0.000
C  3.766  -3.235  0.048  0.000
C  3.244  -1.621  1.893  0.006
H  -1.069  4.759  -2.516  0.000
H  -0.573  3.086  -2.847  -0.001
H  0.653  4.325  -2.516  0.000
H  -0.815  5.681  -0.181  -0.001
H  0.911  5.282  -0.214  -0.001
H  -0.114  4.700  1.115  0.000
H  -2.568  3.921  -0.702  0.001
H  -1.922  2.977  0.649  -0.008
H  -2.044  2.245  -0.965  0.000
H  -0.033  -3.056  -1.614  0.000
H  -1.404  -3.007  -2.747  0.000
H  -1.551  -2.287  -1.131  0.000
H  1.457  -1.958  -3.331  0.000
H  0.967  -0.418  -4.074  0.000
H  0.099  -1.908  -4.468  0.000
H  -2.246  -0.120  -2.164  0.000
H  -2.048  -0.731  -3.816  0.000
H  -1.170  0.722  -3.294  0.000
H  4.917  -1.029  -1.077  0.000
H  5.594  -1.209  0.551  0.000
H  4.506  0.142  0.199  0.000
H  3.958  -3.337  -1.023  0.000
H  2.887  -3.835  0.299  0.000
H  4.626  -3.621  0.601  0.000
H  3.077  -0.568  2.138  -0.002
H  4.090  -1.983  2.480  0.000
H  2.358  -2.199  2.174  0.000


[2]
Formula: C34H28FN2O3
Source: the OMol25 dataset
Level of theory: ωB97M-V/def2-TZVPD

Values from the calculation:
HOMO ... -0.4125 Eh
HOMO-LUMO gap ... 7.32 eV
Total charge ... +1

Last column: natural (NBO) charge in e.
Cartesian coordinates (Å):
C  -3.577  2.814  5.036  -0.666
C  -4.879  1.930  4.856  -0.075
O  -4.955  1.352  3.512  -0.516
C  -3.730  1.015  2.996  0.429
C  -2.949  -0.126  3.565  -0.055
C  -3.488  -0.987  4.780  -0.456
C  -2.824  -2.417  4.599  -0.052
C  -1.753  -2.915  5.468  -0.232
C  -1.139  -4.247  5.223  -0.198
C  -1.657  -4.999  4.063  -0.210
C  -2.742  -4.522  3.200  -0.201
C  -3.346  -3.208  3.453  -0.230
C  -1.654  -0.411  2.942  0.041
N  -1.204  0.314  1.857  0.102
F  -0.009  -0.020  1.329  -0.133
C  -1.916  1.378  1.291  0.213
C  -1.215  2.045  0.047  0.127
C  -0.312  3.127  0.351  -0.266
C  0.427  3.786  -0.743  -0.129
C  0.108  3.192  -2.046  -0.249
C  -0.869  2.124  -2.121  0.038
N  -1.583  1.482  -1.145  -0.390
C  -3.197  1.797  1.835  -0.031
C  -3.934  3.013  1.194  -0.647
H  -3.363  3.478  4.160  0.224
H  -2.719  2.162  5.342  0.216
H  -3.790  3.502  5.907  0.247
H  -4.934  1.085  5.590  0.192
H  -5.776  2.590  5.023  0.222
H  -4.598  -1.138  4.727  0.260
H  -3.158  -0.493  5.737  0.247
H  -1.377  -2.300  6.327  0.227
H  -0.326  -4.673  5.851  0.243
H  -1.204  -5.995  3.817  0.233
H  -3.134  -5.092  2.323  0.237
H  -4.170  -2.787  2.825  0.227
H  -0.963  -1.222  3.300  0.287
H  -0.168  3.466  1.405  0.241
H  1.131  4.627  -0.565  0.253
H  0.612  3.561  -2.971  0.258
H  -1.086  1.744  -3.160  0.221
H  -3.136  3.716  0.810  0.243
H  -4.444  3.584  2.025  0.243
H  -4.636  2.743  0.368  0.264
C  1.659  -0.524  -2.134  -0.205
C  1.936  -1.889  -2.103  -0.196
C  2.918  -2.417  -2.928  -0.149
C  3.618  -1.585  -3.797  -0.136
C  3.323  -0.223  -3.845  -0.051
C  2.349  0.306  -3.003  -0.184
C  4.026  0.669  -4.801  0.536
O  3.769  1.859  -4.839  -0.534
C  5.038  0.085  -5.713  -0.160
C  5.666  0.896  -6.655  -0.149
C  6.624  0.361  -7.504  -0.188
C  6.966  -0.985  -7.410  -0.182
C  6.340  -1.799  -6.477  -0.182
C  5.368  -1.270  -5.633  -0.052
C  4.680  -2.157  -4.664  0.522
O  4.974  -3.334  -4.583  -0.514
H  0.897  -0.110  -1.482  0.207
H  1.386  -2.539  -1.432  0.216
H  3.134  -3.479  -2.897  0.243
H  2.126  1.366  -3.028  0.228
H  5.405  1.946  -6.730  0.239
H  7.107  0.994  -8.239  0.224
H  7.720  -1.400  -8.069  0.224
H  6.607  -2.848  -6.412  0.243


Short version: DFT total energy = -102745.46543, -47541.30816 eV, in the order given.
Short version: molecular weight = 554.506, 531.607 u, in the order given.